{
  "formula": "C6H10N",
  "method": "wB97M-V/def2-TZVPD",
  "species": ["C", "C", "C", "C", "C", "C", "N", "H", "H", "H", "H", "H", "H", "H", "H", "H", "H"],
  "xyz": [[0.052, -0.374, -2.037], [0.623, 0.558, -1.313], [-1.281, -0.382, -0.367], [-0.263, 0.677, -0.104], [-0.097, 1.910, 0.669], [0.706, -1.716, 0.700], [-0.314, -0.639, 0.658], [-0.282, -1.012, -2.889], [1.483, 1.118, -1.413], [-2.339, -0.428, -0.198], [-0.384, 1.781, 1.647], [-0.648, 2.665, 0.210], [0.875, 2.155, 0.765], [0.949, -2.020, -0.355], [1.471, -1.366, 1.289], [0.195, -2.581, 1.178], [-0.750, -0.344, 1.560]],
  "atomic_forces_ev_per_a": [[-3.781, -1.215, 1.595], [-1.810, -1.183, 0.680], [1.653, 0.476, -3.701], [1.679, -0.669, -1.052], [-2.229, -1.225, -0.497], [-2.940, -1.698, -1.615], [-0.075, 0.506, 1.285], [1.108, 0.892, 0.720], [1.802, 1.037, -0.713], [-0.237, -0.095, 0.070], [-1.325, -0.066, 2.388], [-0.835, 1.566, -0.596], [3.474, 0.938, -0.234], [0.043, 0.568, 1.263], [2.135, 0.549, 1.082], [0.541, 0.493, -0.262], [0.798, -0.877, -0.413]],
  "lowdin_charge": [0.234, -0.042, 0.054, -0.373, 0.030, 0.048, -0.061, 0.117, 0.104, 0.124, 0.076, 0.101, 0.070, 0.116, 0.074, 0.124, 0.203],
  "de_lowest_kj_mol": 437.7,
  "fmax_ha_per_bohr": 0.083,
  "lumo_energy_ev": -4.0,
  "total_energy_ev": -7861.812,
  "orbital_gap_ev": 10.137,
  "total_charge": 1
}